The following is a DFT calculation (wB97M-V/def2-TZVPD) of an isolated ion of composition C3H9IN and charge +1 at a distorted geometry.

Atoms and positions in Å:
1 C -0.928 0.947 -0.065
2 C 0.462 0.198 -0.681
3 C 1.652 -0.861 -0.385
4 N -1.632 -0.070 0.905
5 I 3.265 0.021 0.887
6 H -1.547 1.105 -0.985
7 H -0.544 1.701 0.477
8 H 1.023 1.115 -0.932
9 H 0.092 -0.318 -1.663
10 H 2.188 -1.300 -1.181
11 H 1.166 -1.611 0.254
12 H -1.866 -0.957 0.356
13 H -2.497 0.207 1.480
14 H -0.836 -0.178 1.531

Output
HOMO energy ... -12.699 eV
Orbital gap ... 8.6 eV
Total charge ... +1
SMILES ... [NH3+]CCCI

These are the Mulliken partial charges, in e, on atoms 1 to 8:
1. C -0.56
2. C -0.58
3. C -0.93
4. N -0.40
5. I 0.08
6. H 0.34
7. H 0.45
8. H 0.35